(1)
The following is a DFT calculation (ωB97M-V/def2-TZVPD) of a cluster of 2 separate species, C4H13N2O in total.

Energy above the lowest of the compared OMol25 structures with the same formula, charge and spin ... 0.472 eV
Gap between HOMO and LUMO ... 11.07 eV
LUMO energy ... -0.10989 Ha
Total charge ... +1

Geometry (Å):
C1 -2.022 -0.090 -1.969
C2 -0.827 0.813 -1.749
O1 -0.335 1.020 -0.632
N1 -0.402 1.531 -2.816
H1 -2.367 -0.366 -0.980
H2 -1.777 -1.038 -2.444
H3 0.426 2.089 -2.646
H4 -0.448 1.108 -3.731
H5 -2.762 0.506 -2.488
C3 1.193 -0.341 2.296
C4 1.927 -1.148 1.253
N2 -0.198 -0.028 1.863
H6 1.232 -0.737 3.316
H7 1.665 0.585 2.627
H8 1.904 -0.588 0.317
H9 1.399 -2.088 1.063
H10 -0.836 -0.800 2.051
H11 -0.519 0.822 2.318
H12 -0.208 0.101 0.826
H13 2.955 -1.351 1.525

***

(2)
The following is a DFT calculation (ωB97M-V/def2-TZVPD) of a cluster of 2 separate species, C4H13N2O in total.

Energy above the lowest of the compared OMol25 structures with the same formula, charge and spin ... 4.338 eV
Gap between HOMO and LUMO ... 8.46 eV
LUMO energy ... -0.17374 Ha
Total charge ... +1

Geometry (Å):
C1 -0.388 1.623 -1.269
C2 -1.777 -1.671 0.567
C3 1.575 0.860 0.161
C4 0.544 0.512 -0.890
N1 2.383 -0.256 0.490
N2 -1.200 -0.427 1.217
O1 0.488 -0.711 -1.263
H1 -1.421 1.301 -1.056
H2 -0.340 2.426 -0.676
H3 0.063 1.805 -2.264
H4 -2.510 -1.331 -0.034
H5 -0.837 -2.133 -0.021
H6 -2.101 -2.365 1.440
H7 0.848 1.318 0.921
H8 2.324 1.701 -0.096
H9 2.246 -1.207 0.118
H10 3.252 -0.080 0.832
H11 -1.991 0.230 1.311
H12 -0.816 -0.510 2.122
H13 -0.341 -1.084 -1.609

***

(3)
The following is a DFT calculation (ωB97M-V/def2-TZVPD) of a cluster of 2 separate species, C4H13N2O in total.

Energy above the lowest of the compared OMol25 structures with the same formula, charge and spin ... 2.263 eV
Gap between HOMO and LUMO ... 8.24 eV
LUMO energy ... -0.12069 Ha
Total charge ... +1

Geometry (Å):
C1 1.165 -1.443 0.209
C2 0.199 -0.828 1.222
C3 -0.789 0.177 0.650
C4 -1.783 -0.353 -0.066
N1 -2.798 0.291 -0.757
N2 1.837 -0.274 -0.501
H1 0.577 -1.987 -0.530
H2 1.894 -2.118 0.643
H3 -0.286 -1.573 1.853
H4 0.874 -0.348 1.969
H5 -0.841 1.112 1.172
H6 -1.855 -1.399 -0.375
H7 -2.980 1.278 -0.807
H8 -3.517 -0.330 -1.072
H9 2.013 -0.537 -1.463
H10 1.348 0.634 -0.372
H11 2.664 -0.142 0.086
H12 0.572 2.801 0.073
H13 1.231 2.726 -1.184
O1 0.475 2.311 -0.751

***

(4)
The following is a DFT calculation (ωB97M-V/def2-TZVPD) of a cluster of 2 separate species, C4H13N2O in total.

Energy above the lowest of the compared OMol25 structures with the same formula, charge and spin ... 1.856 eV
Gap between HOMO and LUMO ... 10.77 eV
LUMO energy ... -0.10897 Ha
Total charge ... +1

Geometry (Å):
C1 -2.571 0.703 0.560
C2 -1.957 -0.578 0.871
O1 -0.750 -0.702 0.617
N1 -2.604 -1.687 1.335
H1 -3.060 0.537 -0.374
H2 -1.806 1.384 0.307
H3 -2.134 -2.650 1.262
H4 -3.672 -1.838 1.276
H5 -3.245 1.039 1.260
C3 2.329 0.902 -0.372
C4 1.632 0.719 -1.830
N2 2.196 -0.466 0.315
H6 3.333 1.099 -0.556
H7 1.853 1.691 0.191
H8 1.050 1.665 -1.783
H9 0.668 -0.029 -1.793
H10 2.595 -1.181 -0.391
H11 2.729 -0.557 1.144
H12 1.080 -0.686 0.555
H13 2.333 0.634 -2.595

***

(5)
The following is a DFT calculation (ωB97M-V/def2-TZVPD) of a cluster of 2 separate species, C4H13N2O in total.

Energy above the lowest of the compared OMol25 structures with the same formula, charge and spin ... 2.727 eV
Gap between HOMO and LUMO (spin up / spin down) ... 12.25 / 6.89 eV
LUMO energy (spin up / spin down) ... -0.27936 / -0.47606 Ha
Total charge ... +2
<S²> ... 0.754
Spin multiplicity ... 2

Geometry (Å):
C1 -0.052 2.867 -1.512
C2 0.830 2.053 0.580
N1 0.193 1.831 -0.491
H1 -1.126 3.026 -1.566
H2 0.294 2.498 -2.475
H3 0.477 3.771 -1.214
H4 1.252 3.033 0.781
H5 0.975 1.270 1.310
H6 -0.273 0.869 -0.698
C3 -0.917 -1.305 0.293
O1 -1.005 -0.528 -0.918
C4 0.456 -2.014 0.448
N2 0.474 -2.767 1.689
H7 -1.084 -0.589 1.102
H8 -1.699 -2.062 0.282
H9 -0.639 -1.045 -1.654
H10 0.570 -2.700 -0.393
H11 1.256 -1.254 0.419
H12 0.605 -2.153 2.504
H13 1.236 -3.463 1.714

***

(6)
The following is a DFT calculation (ωB97M-V/def2-TZVPD) of the ion C4H13N2O with charge +2.

Energy above the lowest of the compared OMol25 structures with the same formula, charge and spin ... 1.967 eV
Gap between HOMO and LUMO (spin up / spin down) ... 12.88 / 6.60 eV
LUMO energy (spin up / spin down) ... -0.25814 / -0.47053 Ha
Total charge ... +2
<S²> ... 0.756
Spin multiplicity ... 2

Geometry (Å):
C1 -0.069 2.054 0.747
O1 1.076 2.640 1.214
C2 0.267 0.613 0.104
C3 -1.044 -0.094 -0.291
C4 -0.899 -1.624 -0.466
N1 0.293 -2.061 -1.270
N2 1.203 -0.150 0.862
H1 -0.675 1.824 1.637
H2 -0.637 2.678 0.052
H3 1.070 3.594 1.014
H4 0.808 0.898 -0.789
H5 -1.843 0.060 0.434
H6 -1.376 0.309 -1.249
H7 -0.919 -2.152 0.489
H8 -1.799 -2.019 -0.949
H9 0.396 -3.082 -1.347
H10 0.279 -1.650 -2.203
H11 1.113 -1.734 -0.767
H12 0.747 -0.536 1.688
H13 2.009 0.431 1.090

***

(7)
The following is a DFT calculation (ωB97M-V/def2-TZVPD) of a cluster of 3 separate species, C4H13N2O4 in total.

Energy above the lowest of the compared OMol25 structures with the same formula, charge and spin ... 2.037 eV
Gap between HOMO and LUMO ... 8.14 eV
LUMO energy ... 0.13585 Ha
Total charge ... -1

Geometry (Å):
C1 -1.241 0.821 0.305
C2 -1.720 -0.529 -0.474
C3 -1.267 -1.798 0.140
O1 0.052 -2.035 -0.207
N1 -0.510 1.670 -0.613
C4 0.447 1.361 -1.587
N2 1.233 0.223 -1.460
O2 0.607 2.217 -2.453
H1 -2.140 1.371 0.482
H2 -0.592 0.432 1.062
H3 -2.799 -0.410 -0.566
H4 -1.128 -0.478 -1.374
H5 -1.298 -1.679 1.298
H6 -1.889 -2.706 -0.184
H7 -0.909 2.569 -0.857
H8 1.983 0.337 -2.179
H9 0.758 -0.647 -1.231
H10 0.822 -1.503 0.910
H11 2.139 -0.875 0.724
O3 1.570 -0.997 1.491
H12 0.596 -1.018 3.035
H13 0.535 0.527 3.055
O4 0.494 -0.240 3.626

***

(8)
The following is a DFT calculation (ωB97M-V/def2-TZVPD) of the molecule C4H13N2OP.

Energy above the lowest of the compared OMol25 structures with the same formula, charge and spin ... 2.475 eV
Gap between HOMO and LUMO ... 9.11 eV
LUMO energy ... 0.03427 Ha

Geometry (Å):
C1 2.475 -1.258 -0.617
C2 -3.332 -0.154 -0.159
C3 0.760 2.471 0.433
C4 1.530 -1.536 0.527
N1 -1.957 -0.532 -0.513
N2 0.228 1.391 -0.392
O1 0.249 -1.345 0.128
P1 -0.738 -0.114 0.653
H1 2.451 -2.054 -1.441
H2 2.190 -0.245 -1.060
H3 3.426 -1.284 -0.153
H4 -3.395 0.889 0.228
H5 -3.953 -0.128 -1.069
H6 -3.524 -0.752 0.737
H7 1.537 2.084 1.099
H8 1.354 3.111 -0.109
H9 -0.023 2.975 1.073
H10 1.822 -0.979 1.441
H11 1.556 -2.678 0.794
H12 -2.131 -1.610 -0.606
H13 -0.524 1.749 -0.993

***

(9)
The following is a DFT calculation (ωB97M-V/def2-TZVPD) of a cluster of 2 separate species, C4H13N2OP in total.

Energy above the lowest of the compared OMol25 structures with the same formula, charge and spin ... 0.000 eV
Gap between HOMO and LUMO (spin up / spin down) ... 6.64 / 9.02 eV
LUMO energy (spin up / spin down) ... 0.03642 / -0.01520 Ha
<S²> ... 2.007
Spin multiplicity ... 3

Geometry (Å):
C1 -2.667 0.704 -0.234
C2 2.871 0.749 1.290
C3 0.720 -2.175 -0.533
C4 -1.726 1.750 -0.804
N1 1.799 1.181 0.430
N2 0.166 -2.004 0.765
O1 -0.366 1.438 -0.589
P1 0.215 1.064 0.887
H1 -3.698 0.982 -0.440
H2 -2.460 -0.263 -0.683
H3 -2.522 0.626 0.842
H4 3.187 -0.273 1.063
H5 3.726 1.420 1.183
H6 2.521 0.774 2.320
H7 1.811 -2.216 -0.447
H8 0.381 -3.107 -1.014
H9 0.468 -1.361 -1.242
H10 -1.944 2.734 -0.375
H11 -1.832 1.815 -1.890
H12 1.975 1.109 -0.565
H13 -0.852 -2.067 0.709

***

(10)
The following is a DFT calculation (ωB97M-V/def2-TZVPD) of a cluster of 2 separate species, C4H13N2OS in total.

Energy above the lowest of the compared OMol25 structures with the same formula, charge and spin ... 1.810 eV
Gap between HOMO and LUMO ... 6.13 eV
LUMO energy ... 0.13360 Ha
Total charge ... -1

Geometry (Å):
N1 1.457 -0.124 0.578
C1 0.691 -0.851 -0.482
C2 -0.251 0.203 -1.206
S1 0.812 1.353 -2.097
C3 0.036 -2.132 0.170
N2 -0.650 -1.830 1.491
C4 -1.790 -0.853 1.487
H1 2.296 0.314 0.311
H2 0.902 0.487 1.027
H3 1.370 -1.299 -1.234
H4 -1.000 -0.269 -1.762
H5 -0.843 0.904 -0.699
H6 0.742 -2.861 0.440
H7 -0.618 -2.679 -0.490
H8 0.063 -1.422 2.127
H9 -2.473 -1.091 0.699
H10 -1.576 0.203 1.265
H11 -2.460 -0.915 2.359
H12 -0.051 1.701 1.212
H13 -1.046 3.033 1.105
O1 -0.758 2.215 1.612

***

(11)
The following is a DFT calculation (ωB97M-V/def2-TZVPD) of a cluster of 2 separate species, C4H13N2OS in total.

Energy above the lowest of the compared OMol25 structures with the same formula, charge and spin ... 1.329 eV
Gap between HOMO and LUMO ... 5.98 eV
LUMO energy ... 0.12646 Ha
Total charge ... -1

Geometry (Å):
N1 0.782 -1.180 -1.565
C1 0.840 -0.377 -0.341
C2 1.785 -0.859 0.802
S1 2.100 -2.678 0.531
C3 -0.576 -0.305 0.310
N2 -1.486 0.565 -0.395
C4 -2.832 0.596 0.184
H1 1.666 -1.425 -1.975
H2 0.454 -2.104 -1.313
H3 0.998 0.671 -0.702
H4 2.797 -0.471 0.680
H5 1.495 -0.799 1.845
H6 -0.445 -0.048 1.390
H7 -0.898 -1.361 0.387
H8 -1.407 0.303 -1.395
H9 -3.429 -0.230 -0.158
H10 -3.227 1.578 -0.034
H11 -2.654 0.713 1.281
H12 0.728 2.900 0.138
H13 1.681 1.813 -0.093
O1 1.630 2.699 0.423

***

(12)
The following is a DFT calculation (ωB97M-V/def2-TZVPD) of a structure of composition C4H13N2S.

Energy above the lowest of the compared OMol25 structures with the same formula, charge and spin ... 1.762 eV
Gap between HOMO and LUMO (spin up / spin down) ... 10.22 / 7.02 eV
LUMO energy (spin up / spin down) ... 0.03453 / -0.07771 Ha
<S²> ... 0.760
Spin multiplicity ... 2

Geometry (Å):
N1 -4.975 0.952 0.422
C1 1.888 0.753 1.051
C2 2.938 1.275 1.669
S1 -1.541 0.005 0.149
C3 1.968 0.068 -0.279
N2 1.044 -1.048 -0.356
C4 0.910 -1.554 -1.718
H1 -4.380 0.179 0.620
H2 -4.819 1.163 -0.552
H3 -5.933 0.667 0.506
H4 0.907 0.916 1.484
H5 2.795 1.723 2.647
H6 3.977 1.205 1.372
H7 -1.932 -1.041 0.872
H8 2.992 -0.285 -0.425
H9 1.741 0.790 -1.076
H10 -0.132 -0.652 -0.133
H11 0.924 -0.791 -2.502
H12 1.689 -2.279 -1.956
H13 -0.059 -2.046 -1.796

***

> energy above the lowest of the compared OMol25 structures with the same formula, charge and spin of number 2 (C4H13N2O)?

4.338 eV

***

> Which of these has the highest energy above the lowest of the compared OMol25 structures with the same formula, charge and spin?

number 2

***

> Among the records above, which one has the lowest energy above the lowest of the compared OMol25 structures with the same formula, charge and spin?

number 9

***

> Which formula does entry 5 have?

C4H13N2O